The following is a quantum chemistry calculation of one molecule with the formula C5H8FNS, from OMol25.

Computed properties:
* energy: -20356.3174 eV
* E_HOMO: -8.927 eV
* orbital gap: 8.46 eV
* structure (SMILES): F[C@@H]1CNC[C@H]1C=S
* largest force on an atom: 2.16 eV/A

Each line ends with the Löwdin charge.
Atoms and positions in Å:
F: 1.060 1.769 -0.813  -0.035
C: 0.427 1.039 0.217  -0.297
C: 1.455 0.032 0.691  -0.138
N: 1.415 -1.033 -0.384  -0.036
C: -0.075 -1.182 -0.591  -0.145
C: -0.691 0.231 -0.380  -0.370
C: -1.920 0.162 0.469  -0.592
S: -3.397 0.274 -0.254  0.683
H: 0.089 1.848 0.905  0.162
H: 1.154 -0.420 1.646  0.125
H: 2.359 0.593 0.857  0.114
H: 1.777 -0.613 -1.273  0.114
H: -0.369 -1.820 0.235  0.109
H: -0.299 -1.592 -1.571  0.121
H: -1.045 0.624 -1.326  0.115
H: -1.938 0.087 1.573  0.069

The following is a quantum chemistry calculation of C35H36Cl2NO10PS2Ti as an isolated structure, from OMol25.

Computed properties:
* energy: -137967.5843 eV
* E_HOMO: -8.678 eV
* orbital gap: 7.62 eV
* largest force on an atom: 1.66 eV/A

Each line ends with the Löwdin charge.
Atoms and positions in Å:
Ti: -0.405 0.607 -0.655  0.990
C: 1.036 3.394 3.127  -0.038
C: 1.099 2.216 2.156  -0.370
C: 1.303 2.726 0.741  -0.029
C: -0.163 1.381 2.317  -0.227
C: -0.194 0.672 3.671  -0.027
O: -0.305 -0.737 3.345  0.039
C: -0.248 -0.866 2.036  -0.309
N: -0.277 0.236 1.355  0.031
C: -0.116 -2.276 1.608  -0.135
C: -0.769 -3.215 2.398  -0.007
C: -0.528 -4.566 2.228  -0.050
C: 0.408 -4.973 1.295  -0.046
C: 1.057 -4.037 0.503  -0.081
C: 0.793 -2.676 0.617  -0.263
P: 1.456 -1.436 -0.581  1.160
C: 3.274 -1.378 -0.608  -0.378
C: 4.090 -2.477 -0.371  -0.091
C: 5.470 -2.345 -0.418  -0.071
C: 6.045 -1.121 -0.735  -0.073
C: 5.235 -0.026 -0.996  -0.062
C: 3.853 -0.151 -0.922  -0.085
C: 1.230 -2.499 -2.124  -0.301
C: 2.213 -2.521 -3.118  -0.076
C: 2.144 -3.417 -4.182  -0.077
C: 1.081 -4.301 -4.282  -0.090
C: 0.059 -4.240 -3.344  -0.080
C: 0.130 -3.346 -2.287  -0.112
H: 1.941 3.998 3.041  0.091
H: 0.964 3.065 4.166  0.082
H: 0.177 4.041 2.912  0.082
H: 1.953 1.590 2.412  0.104
H: 0.577 3.494 0.475  0.080
H: 1.234 1.930 -0.006  0.026
H: 2.305 3.139 0.634  0.108
H: -1.037 2.016 2.174  0.128
H: -1.041 0.937 4.298  0.137
H: 0.736 0.795 4.223  0.136
H: -1.462 -2.877 3.157  0.127
H: -1.052 -5.291 2.836  0.112
H: 0.621 -6.026 1.159  0.112
H: 1.761 -4.382 -0.240  0.106
H: 3.661 -3.447 -0.149  0.098
H: 6.097 -3.201 -0.201  0.108
H: 7.123 -1.023 -0.777  0.105
H: 5.675 0.930 -1.247  0.107
H: 3.223 0.710 -1.108  0.097
H: 3.060 -1.850 -3.061  0.105
H: 2.940 -3.433 -4.917  0.105
H: 1.041 -5.022 -5.091  0.105
H: -0.800 -4.896 -3.428  0.113
H: -0.686 -3.329 -1.575  0.103
O: 0.565 2.177 -4.332  -0.241
S: -0.228 1.411 -3.435  0.566
O: -1.465 1.962 -2.956  -0.268
O: 0.628 1.019 -2.186  -0.439
C: -0.663 -0.120 -4.218  -0.214
C: -0.001 -0.386 -5.404  -0.038
C: -0.374 -1.469 -6.189  -0.046
C: -1.423 -2.273 -5.801  -0.053
C: -2.083 -2.038 -4.602  -0.056
C: -1.716 -0.977 -3.792  -0.203
S: -2.578 -0.953 -2.220  0.595
O: -3.407 0.197 -2.074  -0.246
O: -3.180 -2.233 -2.052  -0.256
O: -1.381 -0.849 -1.186  -0.420
H: 0.793 0.282 -5.709  0.119
H: 0.158 -1.670 -7.111  0.116
H: -1.722 -3.115 -6.413  0.117
H: -2.878 -2.690 -4.271  0.118
Cl: 2.419 -2.487 4.393  0.602
C: 3.517 -1.982 3.066  -0.990
Cl: 5.212 -2.171 3.544  0.593
C: 3.150 -0.537 2.666  -0.762
O: 3.670 0.399 3.264  -0.001
O: 2.261 -0.490 1.758  -0.121
H: 3.329 -2.665 2.250  0.024
C: -2.219 4.169 -0.110  -0.032
C: -2.645 2.733 -0.299  -0.435
C: -3.608 2.235 0.750  -0.028
O: -1.467 1.887 -0.299  -0.264
H: -3.058 4.828 -0.336  0.093
H: -1.400 4.413 -0.787  0.088
H: -1.897 4.354 0.919  0.080
H: -3.095 2.610 -1.280  0.124
H: -3.213 2.385 1.757  0.077
H: -3.818 1.177 0.599  0.085
H: -4.545 2.787 0.665  0.095

The following is a quantum chemistry calculation of C14H15O4PV as an isolated structure, from OMol25.

Computed properties:
* total charge: +2
* spin multiplicity: 4
* energy: -57907.5942 eV
* E_HOMO (spin up / spin down): -15.609 / -15.573 eV
* orbital gap (spin up / spin down): 5.89 / 5.37 eV
* largest force on an atom: 8.00 eV/A

Each line ends with the Löwdin charge.
Atoms and positions in Å:
V: -1.108 0.297 -0.741  0.178
O: -0.360 -0.622 -3.644  0.240
C: -0.779 -0.232 -2.639  -0.046
C: -2.128 0.815 0.860  -0.055
O: -2.513 1.018 1.938  0.228
C: -1.877 -1.450 -0.549  -0.053
O: -2.192 -2.547 -0.358  0.246
C: -1.211 2.236 -1.428  -0.026
O: -1.001 3.334 -1.731  0.230
C: -3.818 0.722 -2.760  -0.042
H: -3.145 1.406 -3.321  0.076
H: -3.726 -0.343 -3.060  0.084
C: -4.301 1.062 -1.565  -0.040
H: -4.615 0.292 -0.839  0.081
H: -4.042 2.034 -1.105  0.073
C: 0.872 1.933 1.049  -0.175
P: 0.886 0.459 0.039  0.755
C: 1.931 0.737 -1.382  -0.192
C: 1.411 -0.879 0.993  -0.389
C: 0.881 -1.054 2.278  -0.080
C: 1.584 -1.824 3.207  -0.027
C: 2.790 -2.457 2.816  -0.013
C: 3.235 -2.366 1.485  -0.031
C: 2.513 -1.620 0.556  -0.068
H: 0.560 2.822 0.485  0.063
H: 1.923 1.998 1.346  0.088
H: 0.223 1.802 1.923  0.064
H: 2.909 0.915 -0.922  0.086
H: 1.952 -0.144 -2.038  0.067
H: 1.596 1.615 -1.955  0.075
H: -0.048 -0.575 2.586  0.103
H: 1.235 -1.927 4.241  0.128
H: 3.379 -3.033 3.547  0.132
H: 4.166 -2.864 1.166  0.133
H: 2.818 -1.563 -0.481  0.105

The following is a quantum chemistry calculation of one molecule with the formula C16H18ClNO3S, from OMol25.

Computed properties:
* energy: -47874.2594 eV
* E_HOMO: -8.774 eV
* orbital gap: 9.25 eV
* structure (SMILES): COc1cc(S(=O)(=O)Nc2c(C)cc(C)cc2C)ccc1Cl
* largest force on an atom: 0.87 eV/A

Each line ends with the Löwdin charge.
Atoms and positions in Å:
C: -4.749 -1.634 1.095  -0.065
O: -4.408 -0.471 0.373  -0.106
C: -3.193 -0.408 -0.209  -0.294
C: -2.215 -1.394 -0.136  -0.011
C: -1.008 -1.214 -0.785  -0.271
S: 0.251 -2.476 -0.573  0.680
O: -0.325 -3.612 0.086  -0.288
O: 0.910 -2.670 -1.826  -0.274
N: 1.320 -1.817 0.542  -0.041
C: 1.653 -0.446 0.415  -0.251
C: 2.646 -0.076 -0.497  -0.210
C: 3.421 -1.114 -1.243  -0.035
C: 2.916 1.273 -0.671  -0.004
C: 2.247 2.254 0.047  -0.267
C: 2.532 3.706 -0.187  -0.048
C: 1.305 1.858 0.985  -0.008
C: 0.995 0.520 1.181  -0.209
C: -0.004 0.126 2.230  -0.020
C: -0.728 -0.082 -1.518  -0.055
C: -1.688 0.917 -1.588  -0.071
C: -2.897 0.758 -0.937  -0.578
Cl: -4.086 1.998 -1.010  0.737
H: -4.719 -2.523 0.459  0.102
H: -4.089 -1.778 1.956  0.099
H: -5.768 -1.470 1.444  0.098
H: -2.361 -2.316 0.404  0.110
H: 0.994 -2.070 1.463  0.106
H: 2.779 -1.644 -1.942  0.058
H: 3.810 -1.853 -0.545  0.091
H: 4.247 -0.660 -1.785  0.080
H: 3.678 1.565 -1.380  0.117
H: 2.343 4.289 0.711  0.077
H: 1.886 4.087 -0.979  0.084
H: 3.564 3.854 -0.495  0.077
H: 0.795 2.606 1.573  0.117
H: 0.491 -0.401 3.048  0.091
H: -0.486 1.010 2.641  0.084
H: -0.775 -0.526 1.820  0.064
H: 0.216 0.011 -2.027  0.120
H: -1.501 1.822 -2.144  0.112